[1]
Entry from OMol25: C5H5HgO6 as an isolated structure at a distorted geometry (the ωB97M-V functional and the def2-TZVPD basis).

Geometry as ORCA input:
```
! wB97M-V def2-TZVPD RIJCOSX def2/J DEFGRID3
* xyz 1 3
C 2.4588 -1.2059 -1.2354
C 1.7639 0.1890 -1.2792
O 2.2974 1.1008 -0.5874
O 3.4117 -1.4331 -1.9176
H 1.9337 -1.9574 -0.6107
H 1.6360 0.4029 -2.3652
C -0.7967 0.6022 0.5612
C -1.2729 -0.5423 1.4809
O -2.5678 -0.8371 0.9802
C -2.9378 0.0465 0.0576
O -1.9226 0.9207 -0.1865
O -4.0193 0.1329 -0.4311
O -0.2028 1.5800 1.0931
H -1.3383 -0.2342 2.5307
H -0.6242 -1.4190 1.3823
Hg 1.8095 2.5294 1.0022
H 0.3713 0.1248 -0.4752
*
```

Computed properties:
LUMO energy (alpha / beta), eV: -6.01 / -8.79
ΔE to the lowest compared entry with this formula, charge and spin, kcal/mol: 54.9

[2]
Entry from OMol25: C40H34BrFIrN5O5 as an isolated structure (the ωB97M-V functional and the def2-TZVPD basis).

Geometry as ORCA input:
```
! wB97M-V def2-TZVPD RIJCOSX def2/J DEFGRID3
* xyz 0 5
Ir -0.0427 1.2497 0.4703
C 1.6752 0.7047 5.1070
C 1.3127 1.3182 3.7547
C 0.4976 2.5977 3.9361
C 2.5382 1.5818 2.9032
C 3.5915 2.3281 3.4233
C 4.7298 2.5713 2.6764
C 4.8300 2.0770 1.3863
C 3.8004 1.3380 0.8185
C 3.9049 0.8684 -0.6186
C 4.7716 -0.3870 -0.7419
C 4.4427 1.9651 -1.5416
C 2.6630 1.0955 1.5996
N 1.5859 0.3417 1.0246
C 1.8135 -1.0304 0.9126
C 2.6122 -1.7295 1.8253
C 2.7973 -3.0962 1.7096
C 2.1982 -3.8031 0.6749
C 1.4037 -3.1361 -0.2464
C 1.2247 -1.7782 -0.1091
F 0.4372 -1.1397 -1.0133
H 0.7701 0.4687 5.6686
H 2.2675 1.3905 5.7129
H 2.2509 -0.2136 4.9856
H 0.6858 0.5924 3.2270
H 1.0832 3.3542 4.4623
H -0.4059 2.4031 4.5169
H 0.2067 3.0297 2.9776
H 3.5171 2.7249 4.4271
H 5.5361 3.1594 3.0937
H 5.7145 2.2911 0.8013
H 2.8974 0.6241 -0.9637
H 5.7928 -0.1698 -0.4238
H 4.8081 -0.7220 -1.7794
H 4.3977 -1.2084 -0.1308
H 5.5211 2.0835 -1.4263
H 3.9776 2.9298 -1.3433
H 4.2552 1.6999 -2.5832
H 3.0884 -1.1738 2.6213
H 3.4176 -3.6113 2.4293
H 2.3478 -4.8693 0.5805
H 0.9254 -3.6479 -1.0692
Br -5.5455 -7.0417 -3.1809
C -5.7495 -5.5480 -2.0415
C -6.1422 -5.7448 -0.7225
C -6.3024 -4.6529 0.1038
C -6.0705 -3.3559 -0.3798
C -5.6716 -3.1774 -1.7130
C -5.5115 -4.2726 -2.5387
N -6.2213 -2.3208 0.5205
N -6.1027 -1.1060 0.0680
C -5.0163 -0.3443 0.1617
C -5.1171 0.9599 -0.3764
C -4.0437 1.8172 -0.4686
C -2.7833 1.4287 -0.0201
O -1.7254 2.1936 -0.1086
C -2.6630 0.1540 0.6093
N -1.4231 -0.1289 1.1204
C -1.2411 -1.2337 1.8228
C -2.2694 -2.1509 2.0247
C -3.5080 -1.9151 1.4730
C -3.7437 -0.7402 0.7412
H -6.3209 -6.7442 -0.3538
H -6.6091 -4.7759 1.1323
H -5.4941 -2.1809 -2.0936
H -5.2023 -4.1424 -3.5661
H -6.0886 1.2600 -0.7426
H -4.1533 2.8022 -0.8980
H -0.2593 -1.3857 2.2476
H -2.0766 -3.0360 2.6118
H -4.3106 -2.6205 1.6234
O 1.8580 4.6081 -0.9984
C 1.3067 3.5329 -1.1039
O 1.0384 2.8076 -0.0484
C 0.9580 3.0307 -2.4898
C 0.6692 1.7101 -2.8043
C 0.4086 1.3294 -4.1116
C 0.4394 2.2999 -5.0947
C 0.7270 3.6254 -4.8207
C 0.9908 3.9803 -3.5108
N 0.1655 1.9044 -6.4885
O -0.1775 0.7568 -6.6886
O 0.3122 2.7461 -7.3504
H 0.6646 0.9437 -2.0409
H 0.1877 0.3047 -4.3687
H 0.7440 4.3497 -5.6204
H 1.2308 5.0008 -3.2522
*
```

Computed properties:
LUMO energy (alpha / beta), eV: -0.80 / -2.10
ΔE to the lowest compared entry with this formula, charge and spin, kcal/mol: 2.9

[3]
Entry from OMol25: C31H89BaN15O20Zr as an isolated structure at a distorted geometry (the ωB97M-V functional and the def2-TZVPD basis).

Geometry as ORCA input:
```
! wB97M-V def2-TZVPD RIJCOSX def2/J DEFGRID3
* xyz 4 1
Ba -3.8225 -14.1987 -7.8420
Zr -5.3821 -23.1068 -7.6479
C -1.5918 -18.6448 -7.7762
C -2.4290 -17.5162 -7.7692
C -4.0085 -17.7447 -7.8298
O -4.7574 -16.7638 -7.9331
C -4.4553 -19.1357 -7.7454
C -3.5765 -20.1846 -7.8698
C -2.1012 -19.9356 -7.8901
O -1.3272 -20.8930 -8.0678
O -4.0315 -21.4145 -7.9892
O -2.0239 -16.3458 -7.7524
H -0.5182 -18.5137 -7.7817
H -5.5286 -19.2104 -7.6881
C -1.7345 -20.6985 -4.0766
O -2.7061 -20.7225 -4.8581
N -1.8442 -20.8072 -2.7148
N -0.4712 -20.4961 -4.5622
H -0.9907 -20.8719 -2.1909
H -2.7234 -20.8023 -2.2359
H 0.3481 -20.4758 -3.9844
H -0.3839 -20.2721 -5.5399
C -6.0591 -19.5110 -3.7169
O -6.3114 -20.0236 -4.8167
N -4.7741 -19.2211 -3.3287
N -7.0163 -19.2921 -2.7598
H -4.6258 -18.6830 -2.4946
H -3.9849 -19.4438 -3.9218
H -6.7994 -19.1175 -1.7987
H -7.9706 -19.3084 -3.0774
C -0.1717 -15.7734 -4.4577
O -0.8308 -14.7727 -4.7577
N 0.5958 -15.8216 -3.2958
N -0.1405 -16.9198 -5.2068
H 1.5177 -16.2003 -3.4541
H 0.4951 -15.0493 -2.6615
H -0.7645 -17.0558 -5.9803
H 0.1693 -17.7677 -4.7688
C -8.3588 -18.1447 -9.3493
O -8.0896 -19.3406 -9.1253
N -9.3581 -17.7959 -10.2007
N -7.6430 -17.1065 -8.7995
H -9.9470 -18.4763 -10.6476
H -9.6588 -16.8407 -10.2847
H -6.7954 -17.3166 -8.3010
H -7.9754 -16.1870 -9.0032
C -1.4950 -24.0849 -6.7760
O -2.7244 -23.7994 -6.8944
N -0.5269 -23.2172 -7.1757
N -1.0533 -25.2237 -6.1317
H -0.8372 -22.3083 -7.4844
H 0.4245 -23.3744 -6.8974
H -1.6115 -25.9530 -5.7393
H -0.0560 -25.3181 -6.2011
C -6.4417 -14.6724 -11.8576
C -5.4330 -14.1361 -10.8342
C -4.8953 -12.7785 -11.1932
O -4.0045 -12.3779 -10.1462
C -3.4696 -11.0648 -10.3795
N -6.0335 -14.1875 -9.4813
H -6.1466 -14.5013 -12.8950
H -7.3829 -14.1190 -11.7333
H -6.6487 -15.7415 -11.7744
H -4.6440 -14.8994 -10.8467
H -5.6838 -12.0168 -11.2653
H -4.3687 -12.8230 -12.1504
H -3.0361 -11.0397 -11.3768
H -2.7310 -10.8654 -9.6063
H -4.2599 -10.3247 -10.2397
H -6.5675 -15.0576 -9.4775
H -6.8679 -13.5823 -9.4997
C 2.4088 -20.9581 -9.3080
C 2.5105 -22.0377 -8.2177
C 3.8794 -22.2389 -7.6385
O 4.8027 -22.3439 -8.6670
C 6.0827 -22.7551 -8.1879
N 1.5359 -21.7639 -7.1293
H 2.6454 -20.0449 -8.7445
H 1.3888 -20.8721 -9.6929
H 3.0837 -21.0857 -10.1503
H 2.1532 -22.9730 -8.6662
H 3.8607 -23.1584 -7.0378
H 4.1651 -21.4261 -6.9499
H 5.9645 -23.6629 -7.5991
H 6.5420 -21.9053 -7.6746
H 6.7086 -22.9253 -9.0602
H 0.6897 -21.4248 -7.5976
H 1.8243 -20.9166 -6.6295
C -4.2394 -15.4642 -2.9169
C -4.3516 -15.5148 -4.4539
C -5.8106 -15.6747 -4.9541
O -6.2724 -14.5610 -5.6979
C -7.6226 -14.5764 -6.0797
N -3.6455 -14.3632 -5.0252
H -5.2159 -15.5849 -2.4304
H -3.8365 -14.5201 -2.5647
H -3.6664 -16.2850 -2.4755
H -3.8233 -16.3816 -4.8670
H -6.4732 -15.8338 -4.0957
H -5.9426 -16.5605 -5.5942
H -7.7744 -15.3662 -6.8242
H -7.8756 -13.5984 -6.4819
H -8.3203 -14.7522 -5.2545
H -3.8636 -13.4911 -4.5588
H -2.6286 -14.4891 -5.0423
C 2.0694 -16.7581 -8.6659
C 1.5495 -16.4774 -10.0738
C 2.0308 -17.4685 -11.1146
O 1.9426 -16.8415 -12.3736
C 2.2019 -17.7706 -13.4125
N 0.0352 -16.5172 -10.0369
H 3.1569 -16.7621 -8.5825
H 1.6468 -17.6963 -8.2980
H 1.7548 -15.9350 -8.0170
H 1.8120 -15.4617 -10.3656
H 1.5621 -18.4634 -11.0524
H 3.1010 -17.6319 -10.8986
H 1.3236 -18.4276 -13.4767
H 3.1326 -18.3054 -13.2262
H 2.2320 -17.2856 -14.3852
H -0.2536 -16.4018 -9.0660
H -0.1334 -17.5183 -10.1774
C -2.1520 -19.2423 -11.8121
C -3.2581 -18.2279 -11.6565
C -3.6686 -17.5324 -12.9673
O -3.2494 -16.2219 -13.1093
C -1.8472 -16.0145 -13.2544
N -4.4589 -18.8835 -11.0266
H -1.2273 -18.7064 -12.0502
H -2.3150 -20.0074 -12.5729
H -1.9437 -19.8065 -10.8933
H -2.9579 -17.4230 -10.9627
H -4.7611 -17.4774 -13.0580
H -3.4707 -18.2438 -13.7880
H -1.2699 -16.3843 -12.4002
H -1.6873 -14.9421 -13.3311
H -1.5075 -16.4909 -14.1778
H -5.3020 -18.3491 -11.2115
H -4.2821 -18.8486 -10.0347
O -2.1246 -22.5064 -10.1363
H -1.7266 -22.3238 -10.9975
H -1.7281 -21.8503 -9.5140
O -4.0642 -23.9080 -9.2432
H -4.1101 -24.7340 -9.7583
H -3.3467 -23.3102 -9.7169
O -4.6055 -22.7065 -5.5838
H -4.0626 -21.8842 -5.3532
H -4.6877 -23.2072 -4.7536
O -6.1483 -22.2630 -9.5971
H -5.6548 -21.6054 -10.1407
H -6.7996 -22.6659 -10.2019
O -6.6362 -21.3763 -7.1412
H -7.4095 -20.8846 -7.6199
H -6.4275 -20.8093 -6.3401
O -2.2141 -14.6822 -10.1433
H -1.8566 -15.5024 -10.5278
H -1.5867 -14.0010 -10.4169
*
```

Computed properties:
LUMO energy, eV: -12.77

[4]
Entry from OMol25: C3H6O3 in the gas phase (the ωB97M-V functional and the def2-TZVPD basis).

Geometry as ORCA input:
```
! wB97M-V def2-TZVPD RIJCOSX def2/J DEFGRID3
* xyz 0 1
O -0.8093 -1.1247 -0.2934
C 0.6428 -1.0281 -0.0586
C 0.5531 0.3656 0.5829
O 1.1801 1.4027 -0.0923
C -0.9756 0.3519 0.2929
O -1.3039 0.9196 -0.8534
H -1.0809 -0.3756 -1.1615
H 1.1973 -1.0685 -0.9988
H 0.9389 -1.8443 0.6014
H 0.8316 0.3880 1.6397
H 0.5279 1.6657 -0.7740
H -1.7020 0.3477 1.1150
*
```

Computed properties:
LUMO energy, eV: 0.85
ΔE to the lowest compared entry with this formula, charge and spin, kcal/mol: 80.7

[5]
Entry from OMol25: C14H48O10 as an isolated structure at a distorted geometry (the ωB97M-V functional and the def2-TZVPD basis).

Geometry as ORCA input:
```
! wB97M-V def2-TZVPD RIJCOSX def2/J DEFGRID3
* xyz 0 1
C 1.7017 2.5901 0.2084
C 3.1320 2.4992 0.6840
O 3.1146 1.9150 1.9809
H 1.2771 1.6009 0.0373
H 1.6141 3.1187 -0.7408
H 0.9736 3.1111 0.8302
H 3.5879 3.4807 0.8142
H 3.7231 1.9517 -0.0502
H 3.2904 1.0093 1.7156
C 0.9173 -3.0696 1.9472
C 0.3047 -1.7075 2.4050
O -1.0535 -1.6808 2.0629
H 0.3532 -3.9556 2.2387
H 1.9281 -3.1497 2.3471
H 0.8885 -3.0557 0.8577
H 0.7640 -0.8402 1.9307
H 0.5350 -1.5436 3.4577
H -1.3726 -0.8772 2.4800
C -2.9772 0.8092 1.4106
C -1.5944 1.1033 2.0181
O -1.0922 0.0174 2.7420
H -3.1105 -0.2147 1.0615
H -2.9758 1.2803 0.4277
H -3.7956 1.1210 2.0595
H -1.6067 2.0556 2.5483
H -0.8068 1.2584 1.2807
H -0.3222 0.3075 3.2365
C -1.1893 -0.2512 -3.6412
C -1.0271 1.0366 -2.8305
O -2.0827 1.0876 -1.9328
H -2.0906 -0.1498 -4.2457
H -1.2681 -1.2174 -3.1430
H -0.3736 -0.3515 -4.3572
H -1.1505 1.8379 -3.5590
H -0.0733 1.0160 -2.3032
H -1.9404 1.8486 -1.3651
C -2.9655 -2.6694 1.1377
O -1.6680 -3.0367 0.7428
H -3.0911 -2.9341 2.1875
H -3.2088 -1.6070 1.1228
H -3.6323 -3.3086 0.5591
H -1.0252 -2.4497 1.1474
C 2.7120 -0.4553 0.4004
O 3.7305 0.3276 1.0257
H 2.0377 0.2554 -0.0774
H 3.0200 -1.2552 -0.2729
H 2.1934 -1.0354 1.1637
H 4.2894 -0.3033 1.4853
C -2.7102 2.7980 -0.5476
O -1.3709 2.3468 -0.5779
H -3.3973 2.0184 -0.8766
H -3.0029 3.1574 0.4389
H -2.6990 3.6592 -1.2157
H -0.8404 3.1276 -0.4030
C -0.1377 -2.8242 -0.9922
O 1.1990 -2.4375 -1.4131
H -0.2553 -3.9059 -0.9274
H -0.2759 -2.3497 -0.0207
H -0.9407 -2.3171 -1.5271
H 1.2963 -1.5035 -1.2136
C 2.6167 0.2610 -2.3917
O 1.4441 0.9969 -1.9455
H 2.6023 -0.0110 -3.4471
H 3.5031 0.7925 -2.0455
H 2.7016 -0.6976 -1.8797
H 1.4391 1.8911 -2.2948
C -0.2475 -0.1276 -0.0509
O 0.7534 -0.5481 -0.9644
H -0.9541 0.5083 -0.5842
H -0.6788 -0.9544 0.5135
H 0.2978 0.4591 0.6883
H 1.0638 0.1401 -1.5574
*
```

Computed properties:
LUMO energy, eV: -0.03
ΔE to the lowest compared entry with this formula, charge and spin, kcal/mol: 652.6

[6]
Entry from OMol25: a 2-piece molecular cluster, C2H3NO2 overall at a distorted geometry (the ωB97M-V functional and the def2-TZVPD basis).

Geometry as ORCA input:
```
! wB97M-V def2-TZVPD RIJCOSX def2/J DEFGRID3
* xyz 0 1
N 0.5397 0.4818 -1.2974
C -0.0141 0.0389 -0.1834
O -1.2969 -0.2248 -0.2622
C -0.1430 -0.5659 1.9158
O 0.7947 -0.5312 2.5717
H 0.0478 0.6305 -2.1712
H 1.5242 0.6953 -1.2600
H -1.4523 -0.5247 0.6867
*
```

Computed properties:
LUMO energy, eV: 0.85
ΔE to the lowest compared entry with this formula, charge and spin, kcal/mol: 50.1